Here is 2 unconnected molecules or ions with the total composition C19H31BCl4OSi from OMol25. Energies are from ωB97M-V/def2-TZVPD.

For the HOMO energy, the calculation gives -9.11 eV. As for the total energy: -80900.7188 eV. As for the largest force on an atom: 2.61 eV Å⁻¹. The total charge is 0. The LUMO energy comes out at -2.3 eV.

Structure (XYZ):
```
57
Properties=species:S:1:pos:R:3:lowdin_charge:R:1
Cl 4.6776 4.9186 4.0147 0.509
B 3.9021 3.2430 4.0472 -1.853
Cl 4.3389 2.2380 2.5135 0.482
Cl 4.3511 2.2948 5.6049 0.487
O 2.4230 3.4500 4.0377 -0.053
C 1.5867 2.4790 4.0412 -0.027
C 0.1760 2.7585 4.0351 -0.158
C -0.7348 1.6829 4.0387 0.005
C -2.1006 1.9182 4.0323 -0.075
C -2.5810 3.2390 4.0242 -0.650
Cl -4.2650 3.5413 4.0132 0.736
C -1.6807 4.3186 4.0256 -0.072
C -0.3124 4.0873 4.0322 0.033
H 1.9487 1.4433 4.0725 0.132
H -0.3303 0.6720 4.0486 0.124
H -2.8156 1.1010 4.0327 0.114
H -2.0676 5.3350 4.0204 0.115
H 0.3836 4.9213 4.0359 0.136
C -0.8862 0.1854 -4.4031 -0.131
C -0.7365 0.2592 -2.8761 -0.448
C 0.1532 1.4393 -2.4803 -0.122
Si -0.2102 -1.3936 -2.0822 0.725
C -1.6244 -2.1264 -1.0347 -0.449
C -2.8062 -1.1727 -0.8282 -0.131
C -1.1399 -2.6944 0.3032 -0.124
C 0.2855 -2.6412 -3.4570 -0.449
C -0.4855 -3.9651 -3.4010 -0.130
C 1.7967 -2.8911 -3.5207 -0.130
C 1.3277 -1.1676 -0.9994 -0.250
C 1.2028 -0.3310 0.2569 -0.218
C 1.5234 -0.8191 1.4688 -0.016
H -1.2807 1.1405 -4.7768 0.076
H 0.0818 0.0106 -4.8929 0.079
H -1.5807 -0.6045 -4.7143 0.074
H -1.7365 0.4456 -2.4572 0.079
H -0.2070 2.3408 -2.9945 0.078
H 0.1185 1.6394 -1.4054 0.052
H 1.2002 1.2823 -2.7724 0.082
H -1.9888 -2.9715 -1.6376 0.079
H -3.5771 -1.6799 -0.2320 0.075
H -2.5098 -0.2610 -0.2912 0.077
H -3.2644 -0.8819 -1.7814 0.070
H -1.9762 -3.2173 0.7883 0.077
H -0.3195 -3.4149 0.1901 0.075
H -0.7962 -1.8993 0.9749 0.052
H -0.0047 -2.1343 -4.3890 0.076
H -0.1546 -4.6110 -4.2266 0.076
H -0.3064 -4.5040 -2.4595 0.080
H -1.5662 -3.8148 -3.5143 0.069
H 2.0142 -3.5301 -4.3875 0.076
H 2.3722 -1.9646 -3.6417 0.072
H 2.1573 -3.4113 -2.6228 0.074
H 1.6682 -2.1870 -0.7388 0.079
H 2.0868 -0.7346 -1.6812 0.085
H 0.9032 0.7117 0.1078 0.079
H 1.5107 -0.2134 2.3752 0.024
H 1.8555 -1.8588 1.5641 0.070
```

***

Here is a molecular structure, C3H7BO2 from OMol25. Energies are from ωB97M-V/def2-TZVPD.

For the HOMO energy, the calculation gives -8.99 eV. The calculation puts the energy above the lowest of the compared OMol25 structures with the same formula, charge and spin at 41.80 kcal/mol. As for the total energy: -7995.7846 eV. As for the largest force on an atom: 5.62 eV Å⁻¹. The total charge is 0. The LUMO energy comes out at 0.2 eV.

Structure (XYZ):
```
13
Properties=species:S:1:pos:R:3:lowdin_charge:R:1
B -1.0672 -0.2457 1.9519 -0.530
C -0.6918 -0.2118 -0.0353 0.040
C 0.5042 0.2229 -0.4834 -0.265
C 0.9502 0.1804 -1.8973 -0.146
O -0.0589 -0.4019 2.7978 0.169
O -2.3938 -0.0947 2.2207 0.175
H -1.5428 -0.6856 -0.4981 0.044
H 1.1729 0.7241 0.0503 0.040
H 0.2198 -0.5031 -2.4715 0.089
H 1.9265 -0.2808 -2.1103 0.056
H 1.0534 1.3150 -2.3404 0.123
H -0.2576 0.0645 3.6684 0.150
H -2.6144 -0.3981 3.0515 0.054
```

***

Here is a molecular structure, C15H36BrNO3P from OMol25. Energies are from ωB97M-V/def2-TZVPD.

For the HOMO energy, the calculation gives -3.37 eV. As for the total energy: -103106.2684 eV. As for the largest force on an atom: 0.53 eV Å⁻¹. The total charge is -1. The LUMO energy comes out at 2.6 eV.

Structure (XYZ):
```
57
Properties=species:S:1:pos:R:3:lowdin_charge:R:1
N -1.8013 -0.0260 -0.9012 -0.023
C -0.4202 -0.4460 -0.5879 -0.298
C -0.1766 -0.6287 0.9216 -0.416
C 0.8294 -1.7180 1.2568 -0.748
Br 1.4625 -1.3084 3.1106 0.509
P 0.2000 -3.3501 1.2096 0.328
O 0.9872 -4.3846 0.5167 -0.322
O -1.2819 -3.2065 0.5003 -0.180
O -0.1888 -3.9328 2.6831 -0.220
H -2.1839 0.3854 -0.0564 0.028
H -2.3710 -0.8411 -1.0940 0.048
H -0.1925 -1.3593 -1.1366 0.097
H 0.2604 0.3330 -0.9434 0.094
H 0.2156 0.3133 1.3151 0.060
H -1.1605 -0.7687 1.4106 0.080
H -1.9810 -3.5087 1.0801 0.054
H -0.7136 -3.3065 3.1931 0.038
C -2.2592 3.4961 1.8239 -0.102
C -3.7760 3.3825 1.9212 -0.270
C -4.4704 3.3305 0.5603 -0.228
C -4.2701 4.5681 -0.3158 -0.228
C -4.7190 5.8834 0.3197 -0.274
C -6.2057 5.9220 0.6559 -0.118
H -1.9530 4.4184 1.3271 0.065
H -1.8019 3.4882 2.8142 0.071
H -1.8402 2.6559 1.2664 0.067
H -4.1725 4.2113 2.5163 0.095
H -4.0288 2.4704 2.4683 0.104
H -5.5399 3.1582 0.7139 0.099
H -4.1010 2.4585 0.0119 0.105
H -4.8163 4.4215 -1.2533 0.108
H -3.2164 4.6494 -0.5938 0.103
H -4.4851 6.7006 -0.3684 0.101
H -4.1358 6.0759 1.2249 0.097
H -6.8107 5.7519 -0.2380 0.073
H -6.4928 6.8881 1.0745 0.065
H -6.4719 5.1563 1.3863 0.063
C 5.9136 -3.0341 -3.6038 -0.123
C 5.8550 -3.8181 -2.2972 -0.279
C 4.4322 -4.1550 -1.8515 -0.227
C 3.5372 -2.9456 -1.5773 -0.225
C 4.0732 -1.9733 -0.5273 -0.269
C 4.2254 -2.6198 0.8424 -0.125
H 5.4083 -2.0717 -3.5114 0.062
H 6.9445 -2.8384 -3.9074 0.061
H 5.4261 -3.5878 -4.4107 0.070
H 6.3620 -3.2513 -1.5110 0.095
H 6.4194 -4.7492 -2.4126 0.097
H 4.4790 -4.7762 -0.9537 0.103
H 3.9575 -4.7751 -2.6205 0.106
H 2.5642 -3.3077 -1.2330 0.092
H 3.3552 -2.4037 -2.5122 0.098
H 3.3561 -1.1542 -0.4356 0.092
H 5.0222 -1.5292 -0.8541 0.091
H 3.2603 -3.0255 1.1440 0.035
H 4.5292 -1.8898 1.5950 0.059
H 4.9628 -3.4277 0.8440 0.062
```

***

Here is 6 unconnected molecules or ions with the total composition C11H21Cl6FN2O7 from OMol25. Energies are from ωB97M-V/def2-TZVPD.

For the HOMO energy, the calculation gives -10.78 eV. The calculation puts the energy above the lowest of the compared OMol25 structures with the same formula, charge and spin at 11.23 kcal/mol. As for the total energy: -106906.9847 eV. As for the largest force on an atom: 1.69 eV Å⁻¹. The total charge is 0. Its SMILES is O=C1OC[C@@H](F)O1.C[N+](=O)[O-].C[N+](=O)[O-].ClCCCl.ClCCCl.ClCCCl. The LUMO energy comes out at -0.2 eV.

Structure (XYZ):
```
48
Properties=species:S:1:pos:R:3:lowdin_charge:R:1
O -0.7435 3.6269 -0.8402 0.157
C -0.2658 3.2030 0.1601 -0.592
O -0.5328 3.5874 1.4075 0.083
C 0.2349 2.8108 2.3315 -0.037
C 1.3473 2.2989 1.4509 -0.308
F 1.7414 1.0726 1.7979 0.092
O 0.7310 2.2822 0.1620 0.103
H 0.5936 3.4065 3.1745 0.140
H -0.4554 2.1347 2.8383 0.146
H 2.2103 2.9429 1.2947 0.176
C 4.4076 -1.9873 -0.7274 0.035
N 5.5979 -1.1393 -0.9593 -0.444
O 5.9500 -0.9802 -2.1195 0.050
O 6.1980 -0.6923 0.0051 0.058
H 3.7245 -1.8767 -1.5608 0.043
H 3.9634 -1.6964 0.2193 0.085
H 4.7613 -3.0133 -0.6536 0.108
C -0.6009 -1.4435 -0.6448 0.007
N 0.1111 -1.3605 0.6382 -0.417
O -0.5389 -0.9237 1.5849 0.038
O 1.3019 -1.6159 0.6746 0.063
H -0.6389 -0.4591 -1.1176 0.070
H -1.6302 -1.7645 -0.5488 0.084
H -0.0217 -1.9968 -1.3826 0.089
Cl -3.7640 -3.0805 4.5247 0.543
C -2.0309 -3.1654 4.0722 -0.664
C -1.3275 -3.7762 5.2645 -0.647
Cl 0.4400 -3.9481 4.8853 0.510
H -1.6673 -2.1702 3.8321 0.056
H -1.9484 -3.7954 3.1914 0.068
H -1.7028 -4.7833 5.4061 0.063
H -1.3459 -3.1321 6.1338 0.063
Cl -4.8048 3.5425 -0.0831 0.498
C -5.0530 2.4801 -1.5311 -0.611
C -3.8766 1.5644 -1.8299 -0.634
Cl -3.1537 0.8638 -0.3638 0.590
H -5.2197 3.2579 -2.2714 0.060
H -5.9827 1.9487 -1.3570 0.066
H -3.1284 1.9986 -2.4883 0.073
H -4.3039 0.7719 -2.4507 0.073
Cl 2.2354 -1.2841 -3.8609 0.537
C 2.1082 0.5025 -3.6491 -0.616
C 0.7630 1.0069 -4.1894 -0.617
Cl 0.6677 0.6097 -5.9564 0.506
H 2.9833 0.9732 -4.0813 0.073
H 2.1057 0.6751 -2.5720 0.062
H 0.5976 2.0746 -4.0990 0.072
H -0.0374 0.4490 -3.7116 0.048
```